1.
Below is C3H3NO3 as an isolated structure, with properties calculated with wB97M-V/def2-TZVPD.

XYZ file:
```
10
Properties=species:S:1:pos:R:3:mulliken_charge:R:1
C 1.1127 -0.6060 -0.0626 -0.782
C 0.7155 0.8236 0.1456 0.645
O -0.7286 1.1084 0.4115 -0.187
N -1.2069 0.4057 -0.8098 -0.512
C -2.0858 -0.0298 -0.0922 0.825
O 1.4940 1.7232 0.3398 -0.462
O -3.0117 -0.5607 0.4057 -0.390
H 1.3348 -0.7629 -1.1201 0.264
H 2.0271 -0.7952 0.5059 0.307
H 0.3489 -1.3062 0.2761 0.293
```

Calculated values
**HOMO level**: -10.777 eV
**ΔE to the lowest compared entry with this formula, charge and spin**: 87.5 kcal per mole
**Frontier orbital gap**: 11.19 eV



2.
Below is C25H28N6O6OsPS as an isolated structure, with properties calculated with wB97M-V/def2-TZVPD.

XYZ file:
```
68
Properties=species:S:1:pos:R:3:lowdin_spin:R:1
Os 0.9953 -0.9116 -0.3910 2.142
N 2.2277 -2.6032 -0.2521 0.033
H 3.2118 -2.3729 -0.3912 0.004
H 1.9837 -3.2589 -1.0329 0.009
H 2.1540 -2.9911 0.7104 0.004
C -0.9527 -0.2784 3.3921 0.002
O -1.2058 -0.7413 2.0242 0.043
P -0.3593 -1.7702 1.1123 0.115
O 0.5325 -2.6958 2.1149 0.017
C 0.2758 -3.7807 3.0888 0.003
O -1.5763 -2.6434 0.4653 0.033
C -2.6019 -3.4148 1.2076 0.008
H -0.8167 -1.1681 4.0141 0.000
H -1.8544 0.3152 3.6794 0.001
H -0.1322 0.4095 3.3430 0.001
H 0.4523 -4.7129 2.5406 0.000
H -0.7082 -3.6396 3.5380 0.000
H 1.0698 -3.6394 3.8165 0.000
H -2.3057 -4.4871 1.2765 0.000
H -3.5304 -3.3211 0.6324 0.000
H -2.6776 -2.9410 2.1769 0.000
C 2.0788 -2.0265 -5.1572 0.002
C 1.0031 -2.6366 -4.4700 0.004
C 0.6656 -2.2134 -3.1917 0.025
N 1.3969 -1.2819 -2.5525 0.100
C 2.4026 -0.6985 -3.2276 0.020
C 2.7526 -0.9969 -4.5535 0.005
H 2.3351 -2.3558 -6.1556 0.000
H 0.4228 -3.4351 -4.9240 0.000
H -0.1558 -2.6807 -2.6358 0.009
H 2.9278 0.0014 -2.6251 0.004
H 3.6009 -0.4847 -4.9708 0.000
O 4.5212 -0.9724 1.0385 0.009
S 4.0908 0.1671 0.2710 0.023
O 4.4863 0.2179 -1.1370 0.021
N 2.4127 0.2800 0.5832 0.171
C 2.1349 1.4486 1.3694 0.025
O 1.0282 1.7527 1.8172 0.053
C 3.2923 2.2768 1.4433 0.077
C 3.2870 3.5464 2.0704 0.319
C 4.5005 4.1970 2.2472 0.099
C 5.6895 3.6592 1.7647 0.054
C 5.6826 2.4551 1.0911 0.301
C 4.4637 1.7643 0.9696 0.115
H 2.3267 3.9326 2.4326 0.010
H 4.5539 5.1821 2.7139 0.001
H 6.6174 4.1615 1.8787 -0.001
H 6.5672 2.0939 0.5777 0.010
N -9.1085 2.2672 0.2589 0.003
C -7.9900 2.1340 0.0062 0.000
C -6.6131 1.9187 -0.3418 0.005
C -5.8589 3.0026 -0.8036 -0.001
C -4.5335 2.7822 -1.1714 0.005
C -3.8642 1.5794 -0.8464 -0.001
C -4.6190 0.5337 -0.2345 0.004
C -5.9892 0.6989 -0.0601 -0.001
N -2.4793 1.3945 -1.0467 0.022
C -1.4808 2.4376 -1.2211 0.005
C -0.2962 1.8059 -1.1999 0.010
N -0.4606 0.4334 -0.8914 0.047
C -1.7745 0.2436 -0.7755 0.027
H -6.2473 3.9985 -0.9815 0.000
H -4.0190 3.5550 -1.7713 0.000
H -4.1540 -0.4501 -0.0664 0.000
H -6.5527 -0.1011 0.3822 0.000
H -1.7159 3.4832 -1.3105 0.000
H 0.6837 2.2528 -1.2921 0.000
H -2.1936 -0.6775 -0.3667 0.003
```

Calculated values
**Net charge**: +3
**HOMO level (alpha / beta)**: -15.590 / -15.593 eV
**2S+1**: 5
**⟨S²⟩**: 6.030
**Frontier orbital gap (alpha / beta)**: 6.00 / 2.02 eV



The calculation returns the following max |F| values, one per record and in order: 5.97; 5.66 eV/A.